Here is a molecular structure, C3H8N2O from OMol25. Energies are from the ωB97M-V functional and the def2-TZVPD basis.

The net charge is 0. As for the HOMO-LUMO gap: 9.20 eV. The value obtained for the LUMO energy is 0.40 eV. For the calculated total energy, the calculation gives -8264.5110 eV.

Atoms and positions in Å:
1 O -1.4684 -0.4887 0.9484
2 N 0.5813 0.7613 0.2934
3 N 0.0915 1.7176 1.2280
4 C 0.2353 -1.8005 -0.2055
5 C 0.2004 1.0151 -1.0127
6 C -0.5407 -0.5648 0.1628
7 H -0.8586 1.4412 1.5076
8 H -0.4329 -2.4881 -0.7285
9 H 0.6565 1.5815 2.0618
10 H 0.9663 0.7594 -1.7435
11 H -0.7003 0.0139 -1.1852
12 H 0.5784 -2.2676 0.7185
13 H -0.4021 1.9047 -1.2062
14 H 1.0933 -1.5850 -0.8389